Record 1
The following is a quantum chemistry calculation of a cluster of 6 separate species, C32H78N2O14 in total at a distorted geometry, from OMol25.

Each line ends with the Löwdin charge.
Atoms and positions in Å:
O  -1.187  9.687  -3.015  -0.17
O  -1.844  6.898  -3.992  -0.10
O  -1.985  4.521  -5.925  -0.20
O  2.822  1.398  -3.291  -0.21
O  -9.287  2.806  3.033  -0.20
O  8.865  0.526  6.218  -0.18
O  -11.767  1.350  3.265  -0.10
O  -0.556  -4.252  -8.377  -0.21
O  2.710  -8.194  0.396  -0.22
O  6.529  0.139  8.341  -0.17
O  5.770  -8.476  0.104  -0.19
O  5.952  1.819  10.805  -0.20
O  6.800  -8.703  -3.081  -0.20
O  -13.774  1.591  1.448  -0.16
N  2.719  0.097  -0.657  0.03
N  1.393  -3.732  -5.299  0.03
C  -2.485  9.151  -3.203  -0.21
C  7.332  -8.240  -1.731  -0.09
C  0.245  -4.330  -5.983  -0.47
C  -1.110  -5.591  -8.388  -0.08
C  5.439  0.555  10.503  -0.22
C  -15.092  1.629  0.887  -0.12
C  -1.163  11.085  -2.849  -0.12
C  -1.765  5.932  -6.273  -0.16
C  -0.974  -3.879  -5.354  -0.09
C  -2.637  7.656  -3.146  -0.20
C  6.440  -0.151  6.902  -0.17
C  -10.690  1.311  4.290  -0.18
C  -1.859  3.555  -7.019  -0.09
C  5.244  0.270  9.031  -0.16
C  -7.822  3.191  2.990  -0.04
C  -12.539  2.522  3.415  -0.19
C  6.858  -9.089  -0.497  -0.21
C  2.536  2.115  -2.093  -0.20
C  1.302  1.923  0.172  -0.08
C  3.811  1.939  -4.243  -0.06
C  -9.739  2.429  4.373  -0.23
C  5.611  -8.186  -3.498  -0.17
C  4.902  -9.418  0.759  -0.14
C  -13.716  2.669  2.382  -0.20
C  6.008  2.176  12.153  -0.10
C  7.870  -0.521  6.474  -0.16
C  3.415  -9.404  0.170  -0.18
C  1.825  1.189  -1.056  -0.43
C  8.849  1.536  7.132  -0.16
C  0.533  -3.974  -7.475  -0.17
C  3.308  -6.978  -0.003  -0.08
C  -2.185  7.072  -5.293  -0.24
H  -1.753  -5.703  -9.261  0.09
H  2.027  3.024  -2.412  0.12
H  0.849  1.246  0.896  0.07
H  -2.194  2.562  -6.721  0.08
H  3.396  -9.566  -0.908  0.11
H  3.612  0.185  -1.121  0.06
H  7.670  -1.150  5.606  0.12
H  5.258  -10.448  0.733  0.12
H  -7.667  4.158  3.469  0.08
H  2.921  -10.286  0.577  0.12
H  -0.241  -6.178  -8.687  0.08
H  2.848  0.090  0.344  0.06
H  4.544  -0.540  8.824  0.12
H  -11.899  3.335  3.072  0.11
H  -1.559  -5.907  -7.446  0.07
H  -0.809  3.480  -7.303  0.08
H  6.467  -10.021  -0.907  0.12
H  1.467  -4.437  -7.793  0.12
H  9.151  1.071  8.071  0.10
H  0.992  0.652  -1.510  0.12
H  3.504  -7.135  -1.063  0.08
H  -3.659  7.361  -3.385  0.13
H  -2.701  9.527  -4.203  0.12
H  7.692  -9.262  0.183  0.12
H  -1.438  11.800  -3.624  0.08
H  4.773  -8.915  1.717  0.12
H  6.293  3.224  12.250  0.09
H  4.952  2.242  12.415  0.09
H  4.784  1.132  8.549  0.12
H  0.178  -5.416  -5.917  0.13
H  -1.778  8.015  -5.659  0.13
H  6.197  0.765  6.364  0.12
H  -3.250  9.616  -2.581  0.13
H  -15.135  1.183  -0.107  0.09
H  7.117  -7.188  -1.541  0.12
H  4.173  -6.879  0.654  0.08
H  -11.130  1.005  5.239  0.12
H  9.615  2.279  6.909  0.09
H  -0.106  11.267  -2.660  0.09
H  -2.062  6.236  -7.276  0.12
H  8.330  -1.167  7.222  0.12
H  6.749  1.514  12.601  0.10
H  -2.504  3.762  -7.873  0.08
H  -1.215  -2.856  -5.645  0.09
H  4.759  -8.396  -2.851  0.07
H  -1.848  -4.419  -5.717  0.07
H  -10.282  3.250  4.842  0.11
H  0.701  -2.897  -7.502  0.12
H  2.129  2.362  0.730  0.08
H  -8.903  2.240  5.046  0.12
H  1.028  -3.457  -4.398  0.06
H  -15.695  1.010  1.551  0.09
H  -14.553  2.728  3.077  0.10
H  -1.748  11.362  -1.972  0.08
H  -7.750  3.124  1.905  0.09
H  5.688  -0.905  6.668  0.12
H  4.345  2.792  -3.824  0.08
H  8.417  -8.327  -1.790  0.11
H  5.429  -8.772  -4.399  0.09
H  4.433  1.100  -4.556  0.08
H  -13.824  3.577  1.788  0.12
H  5.720  -7.165  -3.865  0.09
H  -10.073  0.414  4.239  0.12
H  -7.256  2.364  3.419  0.08
H  5.962  -0.254  11.013  0.13
H  2.474  -6.289  0.132  0.10
H  1.612  -2.805  -5.636  0.06
H  7.943  2.141  7.128  0.09
H  3.342  2.436  -5.091  0.07
H  0.560  2.699  -0.020  0.08
H  -12.945  2.767  4.397  0.12
H  -0.675  5.971  -6.283  0.11
H  -2.326  7.253  -2.182  0.14
H  -0.996  -3.937  -4.266  0.09
H  4.450  0.637  10.955  0.12
H  -3.266  7.017  -5.425  0.12
H  -15.631  2.576  0.865  0.08
H  3.407  2.507  -1.568  0.12

Computed properties:
HOMO = -0.3290 Eh
SMILES = COC[C@H](C)N.COC[C@H](C)N.COCCOCCOC.COCCOCCOC.COCCOCCOC.COCCOCCOC
frontier orbital gap = 9.6 eV
calculated total energy = -2428.3628 Ha

Record 2
The following is a quantum chemistry calculation of a cluster of 3 separate species, C5H18N2O3 in total at a distorted geometry, from OMol25.

Each line ends with the Löwdin charge.
Atoms and positions in Å:
O  -3.516  0.843  0.738  -0.06
O  1.225  -0.866  -3.180  -0.07
O  -0.216  -2.595  1.393  -0.05
N  -1.767  -0.163  -0.924  0.05
N  1.275  0.142  0.720  -0.19
C  0.162  1.022  0.133  -0.18
C  -2.236  1.209  1.107  -0.24
C  -1.181  0.316  0.381  -0.32
C  1.485  -0.889  -0.396  -0.09
C  2.413  1.121  0.940  -0.09
H  -2.179  1.055  2.146  0.11
H  1.954  2.113  0.972  0.06
H  -0.903  -0.555  1.004  0.10
H  0.742  -1.633  -2.849  0.03
H  2.653  1.055  2.023  0.08
H  0.726  -1.453  -0.792  0.02
H  0.318  1.186  -0.944  0.11
H  0.682  -0.808  -3.985  0.05
H  -1.148  -2.762  1.477  0.04
H  0.139  1.998  0.691  0.11
H  -3.710  0.867  -0.196  0.07
H  3.355  1.225  0.458  0.06
H  -1.960  2.202  0.819  0.10
H  -1.234  0.334  -1.629  0.05
H  0.205  -2.006  2.023  0.04
H  2.216  -1.609  -0.021  0.09
H  -1.414  -1.116  -0.985  0.06
H  1.914  -0.230  -1.124  0.06

Computed properties:
HOMO = -0.3242 Eh
SMILES = CN(C)C[C@H](N)CO.O.O
energy above the lowest of the compared OMol25 structures with the same formula, charge and spin = 300.6 kJ/mol
frontier orbital gap = 9.3 eV
calculated total energy = -536.4226 Ha

Record 3
The following is a quantum chemistry calculation of a structure of composition C26H37Cl2InN7O, from OMol25.

Each line ends with the Löwdin charge.
Atoms and positions in Å:
In  -0.269  -0.201  -0.152  0.82
Cl  -3.110  0.084  -1.498  0.50
Cl  -2.195  -2.672  -0.976  0.49
O  0.314  -0.187  -2.392  -0.27
N  -0.091  2.138  1.659  0.02
N  1.097  -0.928  -4.396  -0.12
N  -1.803  5.358  6.975  0.16
N  -0.630  3.784  3.021  -0.02
N  -1.189  5.576  5.897  0.13
N  0.632  1.320  -4.057  -0.12
N  -1.795  4.846  4.865  0.01
C  -2.847  4.478  6.702  -0.19
C  2.010  -3.339  0.015  -0.20
C  2.118  -0.753  -5.426  -0.02
C  0.674  0.062  -3.581  -0.48
C  1.520  -4.562  -0.686  0.00
C  2.914  -1.105  1.495  0.02
C  0.608  2.004  2.844  -0.13
C  -4.752  3.046  6.950  0.07
C  2.211  -2.056  2.171  -0.24
C  -3.740  3.220  4.763  0.10
C  4.080  -0.247  -0.571  0.02
C  0.761  -2.310  -4.096  -0.03
C  0.299  3.009  3.695  -0.03
C  -4.712  2.699  5.604  -0.02
C  -2.815  4.145  5.340  -0.12
C  -3.506  -1.651  -1.612  -0.91
C  0.462  2.425  -3.127  -0.03
C  -0.848  3.203  1.801  -0.35
C  1.923  -1.964  3.639  -0.01
C  -3.803  3.968  7.529  0.13
C  2.726  -2.365  -0.621  0.02
C  1.774  -3.184  1.428  0.13
C  -1.738  3.785  0.752  0.01
C  0.404  1.653  -5.463  -0.02
C  -1.227  4.997  3.527  -0.03
C  3.224  -1.250  0.092  -0.18
H  -3.655  -1.895  -2.656  0.05
H  -1.558  3.264  -0.185  0.07
H  0.227  0.757  -6.048  0.09
H  1.748  -1.049  -6.408  0.11
H  -5.441  2.003  5.211  0.13
H  2.458  0.276  -5.466  0.09
H  3.448  0.574  -0.940  0.12
H  -3.679  2.920  3.725  0.13
H  0.877  -1.697  3.807  0.10
H  0.670  3.266  4.673  0.13
H  2.092  -2.923  4.129  0.10
H  -1.999  5.342  2.844  0.15
H  -4.396  -1.837  -1.026  0.04
H  -1.527  4.842  0.589  0.10
H  1.250  -3.981  1.948  0.15
H  0.942  2.198  -2.178  0.07
H  2.321  -5.306  -0.723  0.12
H  -0.475  5.777  3.633  0.15
H  -2.797  3.685  0.999  0.09
H  0.381  -2.797  -4.994  0.11
H  2.553  -1.219  4.121  0.09
H  1.238  -4.339  -1.714  0.08
H  4.608  -0.668  -1.425  0.11
H  -0.482  2.285  -5.533  0.10
H  0.003  -2.348  -3.319  0.07
H  -0.596  2.639  -2.948  0.10
H  0.925  3.315  -3.551  0.10
H  1.245  2.202  -5.885  0.10
H  2.961  -2.470  -1.673  0.14
H  3.319  -0.253  2.028  0.14
H  -5.518  2.620  7.586  0.14
H  1.318  1.207  2.996  0.09
H  0.680  -5.021  -0.168  0.10
H  -3.865  4.268  8.568  0.15
H  4.795  0.190  0.126  0.11
H  2.974  -1.387  -5.187  0.10
H  1.646  -2.866  -3.769  0.08

Computed properties:
HOMO (spin up / spin down) = -0.5800 / -0.5801 Eh
total charge = +3
frontier orbital gap (spin up / spin down) = 4.5 / 4.4 eV
calculated total energy = -2580.9895 Ha

Record 4
The following is a quantum chemistry calculation of the molecule C4H6N2O2 at a distorted geometry, from OMol25.

Each line ends with the Löwdin charge.
Atoms and positions in Å:
O  0.442  1.454  -0.244  0.03
O  1.297  -1.234  -0.612  -0.08
N  -1.647  0.720  -0.591  0.00
N  -2.557  -0.258  -0.054  -0.08
C  1.782  1.063  -0.095  -0.08
C  -0.440  0.429  -0.172  -0.40
C  -0.019  -0.911  0.104  -0.09
C  2.151  -0.192  -0.122  -0.13
H  0.372  -0.947  1.183  0.16
H  2.317  1.943  0.266  0.13
H  -2.680  0.141  1.139  0.20
H  -0.783  -1.684  -0.245  0.15
H  3.168  -0.446  0.106  0.12
H  -3.402  -0.079  -0.662  0.08

Computed properties:
HOMO = -0.3162 Eh
SMILES = N/N=C1\COC=CO1
energy above the lowest of the compared OMol25 structures with the same formula, charge and spin = 493.6 kJ/mol
frontier orbital gap = 9.1 eV
calculated total energy = -415.8526 Ha